(i)
9
Properties=species:S:1:pos:R:3:nbo_charge:R:1 method="wB97M-V/def2-TZVPD" lumo_energy_ev=-0.17 total_charge=0 homo_ev=-7.61
C -0.505 -0.580 0.673 0.1208
C 1.514 -0.541 -0.975 -0.5392
C -1.067 1.422 -0.564 -0.3650
N -0.962 0.395 0.203 -0.2594
S 1.681 1.080 -1.241 0.3107
S -0.235 1.373 -2.129 0.1075
H -0.466 -1.676 1.004 0.2763
H 2.366 -0.932 -0.592 0.1332
H -1.474 2.323 -0.356 0.2152


(ii)
9
Properties=species:S:1:pos:R:3:nbo_charge:R:1 method="wB97M-V/def2-TZVPD" smiles="N#CC(=S)CS" lumo_energy_ev="-2.04 / -2.04" total_charge=0 homo_ev="-9.69 / -9.69"
N -2.230 1.613 -0.198 -0.2126
C -1.454 0.774 -0.091 0.1765
C -0.679 -0.408 -0.163 -0.1324
S -1.539 -1.686 -0.975 0.1109
C 0.745 -0.547 0.181 -0.5836
S 1.960 0.825 0.549 -0.0139
H 1.358 -1.280 -0.360 0.2685
H 0.659 -1.043 1.056 0.2553
H 1.179 1.750 0.003 0.1313


What are the relative energies? In kcal/mol: (i) 84.9; (ii) 0.0.


(i)
10
Properties=species:S:1:pos:R:3:nbo_charge:R:1 method="wB97M-V/def2-TZVPD" lumo_energy_ev=1.01 total_charge=0 homo_ev=-9.01
C -1.201 -0.595 0.928 0.4691
C -0.472 0.335 -0.665 -0.9114
O -1.572 -1.718 0.841 -0.5006
Si 1.379 0.246 -0.288 0.8880
H -1.301 0.063 1.764 0.1191
H -0.924 1.294 -0.545 0.2138
H -0.867 -0.226 -1.512 0.2320
H 1.613 -1.154 -0.441 -0.1599
H 1.412 0.708 1.136 -0.1669
H 1.933 1.048 -1.217 -0.1832


(ii)
10
Properties=species:S:1:pos:R:3:nbo_charge:R:1 method="wB97M-V/def2-TZVPD" lumo_energy_ev=0.10 total_charge=0 homo_ev=-9.08
C 1.634 0.795 -0.211 -0.5035
C -1.602 -0.427 -0.268 -1.2225
O 1.415 -0.695 -0.143 -0.8953
Si 0.073 0.028 0.349 1.6342
H 2.497 1.225 0.293 0.2185
H 1.712 1.057 -1.330 0.1970
H -2.239 -0.308 0.596 0.2641
H -2.199 0.190 -0.892 0.2718
H -1.853 -1.447 -0.828 0.2893
H 0.561 -0.419 2.435 -0.2536


What are the relative energies? In kcal/mol: (i) 0.0; (ii) 20.8.


(i)
10
Properties=species:S:1:pos:R:3:nbo_charge:R:1 method="wB97M-V/def2-TZVPD" lumo_energy_ev=0.68 total_charge=0 homo_ev=-8.26
C -1.024 -0.431 -0.022 -0.1039
C 0.158 0.244 0.084 -0.2567
C 1.582 -0.247 -0.192 -0.6216
N -1.877 0.655 0.539 -0.7448
S -0.542 1.746 0.468 0.4691
H -1.206 -1.474 -0.136 0.2095
H 1.407 -1.273 -0.734 0.2169
H 2.112 0.377 -0.803 0.2163
H 2.197 -0.565 0.622 0.2220
H -2.805 0.969 0.174 0.3931


(ii)
10
Properties=species:S:1:pos:R:3:nbo_charge:R:1 method="wB97M-V/def2-TZVPD" lumo_energy_ev=0.74 total_charge=0 homo_ev=-9.10
C -0.177 0.046 -0.089 0.2040
C 1.807 -0.225 0.428 -0.2674
C -1.654 0.186 -0.155 -0.6948
N 0.527 -0.002 0.913 -0.4730
S 1.176 -0.033 -1.332 0.0783
H 2.505 0.532 0.634 0.2091
H 2.176 -1.191 0.502 0.2117
H -2.085 1.035 -0.734 0.2434
H -2.248 0.178 0.741 0.2496
H -2.026 -0.526 -0.907 0.2391


What are the relative energies? In kcal/mol: (i) 16.2; (ii) 0.0.


(i)
7
Properties=species:S:1:pos:R:3:nbo_charge:R:1 method="wB97M-V/def2-TZVPD" lumo_energy_ev="-1.63 / -1.63" total_charge=0 homo_ev="-7.55 / -7.55"
C -0.251 -0.291 0.619 0.6777
C 0.944 -0.002 -0.038 -0.8256
N -1.311 -0.850 0.874 -0.5535
S 2.831 -0.334 0.470 -0.4417
H 1.196 -0.336 -1.028 0.3703
H 1.165 1.196 -0.037 0.3542
H -1.875 -0.577 1.598 0.4186


(ii)
7
Properties=species:S:1:pos:R:3:nbo_charge:R:1 method="wB97M-V/def2-TZVPD" lumo_energy_ev=-0.86 total_charge=0 homo_ev=-10.04
C -0.308 1.383 0.301 0.0950
C -0.199 -0.804 0.393 -0.3969
N -0.171 2.512 0.297 -0.4658
S 1.332 -1.016 -0.535 0.0934
H -1.176 -0.759 -0.208 0.2631
H -0.233 -0.838 1.471 0.2440
H 0.755 -0.479 -1.719 0.1672


What are the relative energies? In kcal/mol: (i) 22.1; (ii) 0.0.


(i)
14
Properties=species:S:1:pos:R:3:nbo_charge:R:1 method="wB97M-V/def2-TZVPD" lumo_energy_ev=0.51 total_charge=0 homo_ev=-8.51
N -0.431 0.646 0.828 -0.6669
N -0.139 -0.352 -0.173 -0.3523
C -0.803 -1.619 0.117 0.2798
N -1.622 -1.900 0.960 -0.5936
S -2.599 -0.992 2.145 0.1306
C 1.096 -0.353 -0.976 0.2503
N 1.675 0.679 -1.439 -0.6354
S 1.402 2.355 -1.299 0.1789
H 0.533 1.060 1.103 0.3690
H -0.949 1.499 0.489 0.3736
H -0.581 -2.242 -0.844 0.1633
H -1.586 0.014 2.292 0.1662
H 1.421 -1.439 -1.286 0.2058
H 2.582 2.644 -1.917 0.1308


(ii)
14
Properties=species:S:1:pos:R:3:nbo_charge:R:1 method="wB97M-V/def2-TZVPD" lumo_energy_ev=0.42 total_charge=0 homo_ev=-8.35
H -0.488 0.649 2.243 0.3557
N -0.386 -0.030 1.409 -0.7391
C 0.099 0.621 0.419 0.3079
N 0.521 1.942 0.445 -0.8146
S 0.990 2.679 1.924 0.1955
S 0.168 -0.108 -1.258 0.2083
C -0.592 -1.714 -0.886 -0.1154
N -0.573 -2.623 -1.753 -0.2427
N -1.302 -3.723 -1.448 -0.6363
H 0.798 2.522 -0.505 0.4334
H -0.209 3.366 2.228 0.1113
H -1.111 -1.628 0.071 0.2170
H -1.371 -3.880 -0.463 0.3468
H -0.999 -4.573 -2.006 0.3724


What are the relative energies? In kcal/mol: (i) 35.6; (ii) 0.0.